Arrangement i

Computed, not measured: the ion C4H7O2 with charge +1, with ωB97M-V/def2-TZVPD.

Geometry (Å):
C -0.2647 0.0257 -1.6755
C 2.0028 1.1059 0.7117
C 0.2712 0.1511 -0.4591
C -1.4588 -0.9027 0.7378
O -0.1897 -0.2552 0.7408
O 1.4243 0.9792 -0.3832
H 0.4613 0.2593 -2.5868
H -1.2411 -0.4704 -1.7697
H 2.7741 1.8440 0.6002
H 1.9064 0.5767 1.7659
H -1.8999 -0.9009 1.7408
H -1.5002 -1.9400 0.4813
H -2.2857 -0.4727 0.0958

molar mass	87.098	u
total charge	+1
highest occupied orbital energy (alpha / beta)	-14.39 / -14.39	eV

Here are the Löwdin charges for atoms 1 to 8, given in e: number 1, C, carries 0.175; number 2, C, carries 0.222; number 3, C, carries -0.366; number 4, C, carries -0.045; number 5, O, carries -0.041; number 6, O, carries 0.136; number 7, H, carries 0.157; number 8, H, carries 0.091

---

Arrangement ii

Computed, not measured: the ion C4H7O2 with charge +1, with ωB97M-V/def2-TZVPD.

Geometry (Å):
O -1.0707 -2.1537 -1.0167
C -0.7698 -0.9882 -0.3038
C 0.5846 -0.5268 -0.6780
C 1.2583 0.5696 -0.2165
C 0.7516 1.4684 0.7363
H -1.9513 -2.4580 -0.7802
H -0.8037 -1.1437 0.7920
H -1.4912 -0.1721 -0.5066
H 2.1178 0.9120 -0.7981
H 1.1197 -1.1765 -1.3773
H 1.3139 2.3698 1.0026
O -0.4117 1.3111 1.2458
H -0.6476 1.9879 1.9005

molar mass	87.098	u
total charge	+1
highest occupied orbital energy	-14.81	eV

Here are the Löwdin charges for atoms 1 to 8, given in e: number 1, O, carries -0.015; number 2, C, carries -0.243; number 3, C, carries 0.091; number 4, C, carries -0.017; number 5, C, carries -0.042; number 6, H, carries 0.112; number 7, H, carries 0.155; number 8, H, carries 0.156

---

Name the most stable of them. arrangement ii.

---

Arrangement i

Computed, not measured: a structure of composition C9H9NO, with ωB97M-V/def2-TZVPD.

Geometry (Å):
C -1.5725 -1.9443 -1.2818
C 0.2058 -0.9983 -0.4158
C 0.9264 -1.6395 0.4866
C 1.5259 -1.0218 1.5660
C 1.3122 0.2269 1.6834
C 0.5130 1.0047 0.7532
C -0.7618 2.4418 -0.4488
C -1.1987 1.1537 -0.7944
C -0.2970 0.3045 -0.1472
H -2.2383 -1.0600 -1.5044
H -1.8696 -2.0842 0.0967
H -1.8622 -2.8841 -2.0166
H 1.1129 -2.6415 0.1711
H 1.9507 -1.7784 2.1495
H 1.9307 1.1671 2.1254
H 0.2918 3.2172 1.2726
H -0.8514 3.6046 -0.6494
H -1.8435 0.8415 -1.4308
N 0.2705 2.3798 0.4955
O -0.3042 -1.5259 -1.5110

molar mass	147.177	u
highest occupied orbital energy	-8.20	eV

Here are the Löwdin charges for atoms 1 to 8, given in e: number 1, C, carries -0.137; number 2, C, carries -0.338; number 3, C, carries -0.037; number 4, C, carries -0.123; number 5, C, carries -0.067; number 6, C, carries -0.186; number 7, C, carries -0.088; number 8, C, carries 0.006

---

Arrangement ii

Computed, not measured: the molecule C9H9NO, with ωB97M-V/def2-TZVPD.

Geometry (Å):
C 3.0037 -0.3241 0.0161
C 2.0373 -1.2530 -0.1017
C 2.6869 1.0528 0.0451
C 0.6958 -0.9438 0.0546
C 1.3723 1.4141 -0.1016
C 0.4011 0.4173 0.0516
C -1.0006 0.8871 0.0132
C -2.9101 -1.1248 -0.4106
C -2.1029 -0.3109 0.4523
N -1.3005 2.0627 -0.2660
O -3.4866 0.0375 0.1737
H 4.0051 -0.7119 -0.0606
H 2.4257 -2.3152 -0.0553
H 3.5190 1.7739 0.2591
H 0.0325 -1.8144 0.1618
H 1.0228 2.5058 -0.1435
H -2.9551 -0.9493 -1.4451
H -3.3488 -2.1404 -0.2119
H -1.9179 -0.6055 1.5237
H -2.1798 2.3420 0.0451

molar mass	147.177	u
SMILES	[H]/N=C(/c1ccccc1)[C@@H]1CO1
highest occupied orbital energy	-9.31	eV

Here are the Löwdin charges for atoms 1 to 8, given in e: number 1, C, carries -0.107; number 2, C, carries -0.120; number 3, C, carries -0.072; number 4, C, carries -0.029; number 5, C, carries -0.042; number 6, C, carries -0.198; number 7, C, carries -0.237; number 8, C, carries -0.145

---

Name the most stable of them. arrangement ii.

---

Arrangement i

Computed, not measured: the molecule C5H8O4, with ωB97M-V/def2-TZVPD.

Geometry (Å):
O 1.8122 -2.9939 -1.5098
C 1.4274 -1.8140 -0.8838
C 0.4757 -1.9989 0.3197
C -0.5035 -0.9576 -0.2638
C 0.2974 -0.9670 -1.5769
O 3.5109 -0.9785 -1.5345
C 2.6544 -0.9320 -0.6703
O 2.5785 0.1371 0.1033
H 2.6020 -2.8163 -2.0384
H 0.0591 -3.0123 0.2879
H 0.8832 -1.8242 1.3235
H -1.5588 -1.2428 -0.3373
H -0.4516 0.0117 0.2544
H -0.1724 -1.6263 -2.3188
O 0.5386 0.3084 -2.2191
H 1.8833 0.7935 -0.2142
H 0.5031 1.0373 -1.5926

molar mass	132.115	u
SMILES	O=C(O)[C@@]1(O)CC[C@H]1O
highest occupied orbital energy	-10.09	eV

Here are the Löwdin charges for atoms 1 to 8, given in e: number 1, O, carries 0.040; number 2, C, carries -0.399; number 3, C, carries -0.066; number 4, C, carries -0.100; number 5, C, carries -0.246; number 6, O, carries 0.139; number 7, C, carries -0.434; number 8, O, carries 0.109

---

Arrangement ii

Computed, not measured: a structure of composition C5H8O4, with ωB97M-V/def2-TZVPD.

Geometry (Å):
C -2.2307 0.4196 0.4813
C -0.9848 0.3597 -0.3609
C 0.3637 -0.5462 -0.1081
C 1.7030 0.0512 -0.0913
C 1.6330 1.3019 0.7540
H -2.1643 -1.5753 0.0203
H -2.9278 1.2409 0.0799
H -2.0564 0.2884 1.5042
H -1.0608 0.0058 -1.3293
H 0.3021 1.1353 -1.4538
H 3.5511 -0.6512 0.8373
H 2.5848 2.0063 1.1392
H 0.6566 1.7687 0.8768
O -2.8773 -0.7974 0.1267
O -0.3404 1.6401 -0.6720
O 0.1658 -1.6959 0.0500
O 2.8280 -0.8637 -0.2202

molar mass	132.115	u
highest occupied orbital energy	-8.97	eV

Here are the Löwdin charges for atoms 1 to 8, given in e: number 1, C, carries -0.171; number 2, C, carries -0.264; number 3, C, carries -0.368; number 4, C, carries -0.266; number 5, C, carries 0.136; number 6, H, carries 0.150; number 7, H, carries 0.166; number 8, H, carries 0.106

---

Name the most stable of them. arrangement i.

---

Arrangement i

Computed, not measured: the ion C4H3O2 with charge +1, with ωB97M-V/def2-TZVPD.

Geometry (Å):
C -0.6615 0.8403 -1.1921
C -0.8664 1.1712 -2.4675
C 0.4346 -0.7509 0.1737
C -1.4810 1.5501 -3.5581
O -1.8453 1.8854 -4.5898
O 0.1348 -0.1960 -0.9431
H -0.8307 1.6221 -0.5316
H 1.0902 -1.5031 0.1513
H 0.0853 -0.5770 1.2179

molar mass	83.066	u
total charge	+1
highest occupied orbital energy (alpha / beta)	-14.16 / -14.16	eV

Here are the Löwdin charges for atoms 1 to 8, given in e: number 1, C, carries -0.095; number 2, C, carries 0.121; number 3, C, carries 0.306; number 4, C, carries -0.116; number 5, O, carries 0.282; number 6, O, carries 0.107; number 7, H, carries 0.128; number 8, H, carries 0.095

---

Arrangement ii

Computed, not measured: a cluster of 2 separate species, C4H3O2 in total, with ωB97M-V/def2-TZVPD.

Geometry (Å):
C -2.0177 -0.1091 0.3312
C 3.9705 0.4683 -0.1588
C 2.9254 -0.0986 -0.0494
C -0.9273 -0.7733 0.0671
O -2.9995 -0.0709 -0.5589
O 0.1599 -1.1090 -0.0966
H -2.0971 0.6312 1.1627
H 4.8651 0.8281 -0.4950
H -3.8791 0.2334 -0.2025

molar mass	83.066	u
total charge	+1
highest occupied orbital energy (alpha / beta)	-13.86 / -14.25	eV

Here are the Löwdin charges for atoms 1 to 8, given in e: number 1, C, carries -0.027; number 2, C, carries 0.063; number 3, C, carries 0.015; number 4, C, carries 0.037; number 5, O, carries 0.162; number 6, O, carries 0.334; number 7, H, carries 0.200; number 8, H, carries 0.021

---

Name the most stable of them. arrangement i.

---

Arrangement i

Computed, not measured: a cluster of 3 separate species, C2H10N2O2 in total, with ωB97M-V/def2-TZVPD.

Geometry (Å):
C -1.4919 -0.5124 -0.1763
N 0.6067 1.6576 -0.5209
C -0.6684 1.8644 0.1367
N -1.5349 0.9099 0.2509
H -0.4886 -0.9285 0.1384
H -1.5691 -0.4888 -1.2916
H -2.3229 -1.0514 0.2270
H 1.2636 2.4547 -0.7276
H 1.2023 1.2080 0.0886
H -0.9315 2.7952 0.3510
H -0.0522 -1.8080 1.6108
H 0.9138 -1.4128 2.6282
O 0.6954 -1.2850 1.8397
H 1.2892 -0.4046 -1.3191
H 1.3186 -1.8948 -1.4841
O 1.7699 -1.1034 -1.7516

molar mass	94.114	u
SMILES	C/N=C\N.O.O
highest occupied orbital energy	-9.25	eV

Here are the Löwdin charges for atoms 1 to 8, given in e: number 1, C, carries -0.119; number 2, N, carries 0.051; number 3, C, carries -0.224; number 4, N, carries -0.020; number 5, H, carries 0.036; number 6, H, carries 0.097; number 7, H, carries 0.055; number 8, H, carries 0.108

---

Arrangement ii

Computed, not measured: a structure of composition C2H10N2O2, with ωB97M-V/def2-TZVPD.

Geometry (Å):
C -2.1001 0.3748 0.5136
O -1.3994 0.0695 -0.6846
H -0.5212 0.6578 -0.7478
H -2.3448 1.4379 0.5507
H -3.0179 -0.2116 0.5383
H -1.4989 0.1288 1.3977
C 0.6291 -1.6700 -0.2476
N 1.6220 -0.7012 -0.3106
N 1.3214 1.8498 0.2486
O 0.9401 0.8985 -0.6930
H 2.1166 -0.7370 -1.1992
H 1.2111 1.4448 1.1785
H 2.3124 2.0394 0.1133
H 0.7831 -2.5381 -0.8925
H 0.3893 -1.9360 0.7848
H -0.4428 -1.1076 -0.5502

molar mass	94.114	u
highest occupied orbital energy	-8.76	eV

Here are the Löwdin charges for atoms 1 to 8, given in e: number 1, C, carries -0.145; number 2, O, carries -0.211; number 3, H, carries 0.055; number 4, H, carries 0.080; number 5, H, carries 0.079; number 6, H, carries 0.075; number 7, C, carries -0.194; number 8, N, carries 0.029

---

Name the most stable of them. arrangement i.

---

Arrangement i

Computed, not measured: the molecule C5H7NS2, with ωB97M-V/def2-TZVPD.

Geometry (Å):
C -0.5308 1.4791 -0.7507
C 0.0644 0.4213 -0.1922
C -0.6671 -0.8718 0.0919
C -2.1036 -0.6250 0.4603
C 2.3956 -0.3575 0.1783
H -0.0176 2.4366 -0.9644
H -1.5659 1.4532 -1.0102
H -0.5822 -1.5583 -0.7414
H -0.1623 -1.3563 0.9347
H -2.2029 0.0461 1.3058
H 1.6785 1.4829 0.5017
H 3.2980 0.0714 0.5991
N 1.4079 0.5487 0.2431
S -3.3884 -1.2832 -0.2535
S 2.3764 -1.8873 -0.4025

molar mass	145.252	u
SMILES	C=C(CC=S)NC=S
highest occupied orbital energy	-8.64	eV

Here are the Löwdin charges for atoms 1 to 8, given in e: number 1, C, carries 0.082; number 2, C, carries -0.334; number 3, C, carries -0.261; number 4, C, carries -0.692; number 5, C, carries -0.709; number 6, H, carries 0.081; number 7, H, carries 0.054; number 8, H, carries 0.088

---

Arrangement ii

Computed, not measured: the molecule C5H7NS2, with ωB97M-V/def2-TZVPD.

Geometry (Å):
C -1.2668 2.4143 -1.0402
C -0.6422 1.1164 -0.5720
C -1.4601 0.0439 -0.7520
C -1.3165 -1.5199 -0.6470
C 1.0930 0.1247 1.1626
H -2.1987 2.3217 -1.6587
H -1.3714 3.1934 -0.3699
H -0.6144 2.8676 -1.7260
H -2.4345 0.2635 -1.1882
H -2.1338 -2.0135 -1.4893
H 2.1775 0.1307 1.6118
H 0.4984 0.7362 1.8904
N -0.4126 -2.0463 0.0327
S 0.8883 -1.5567 1.0263
S 1.0192 1.1659 -0.1643

molar mass	145.252	u
SMILES	CC1=CC=NSCS1
highest occupied orbital energy	-8.38	eV

Here are the Löwdin charges for atoms 1 to 8, given in e: number 1, C, carries -0.121; number 2, C, carries -0.614; number 3, C, carries -0.102; number 4, C, carries -0.240; number 5, C, carries -0.966; number 6, H, carries 0.101; number 7, H, carries 0.050; number 8, H, carries 0.050

---

Name the most stable of them. arrangement i.